ORCA calculation (the ωB97M-V functional and the def2-TZVPD basis) on a molecular structure, C20H58N5O8Sr at a distorted geometry.

The geometry in XYZ format:
```
92
Properties=species:S:1:pos:R:3:forces:R:3:mulliken_charge:R:1
Sr 3.5210 -14.1540 8.4166 -1.5085 0.1092 1.0598 0.989
O 2.9635 -12.7617 10.6714 0.5244 0.3503 -0.1224 -0.829
H 3.3252 -12.1053 11.2982 -0.4645 -0.5848 -0.1148 0.090
O 4.1384 -15.7071 10.3055 0.2914 -0.3251 0.6337 -0.481
H 3.9100 -16.6507 10.4143 -0.4625 0.4757 0.1554 0.181
O 1.4709 -15.3101 8.9915 -0.1797 -0.2458 -0.9547 -1.113
H 0.8185 -15.6319 8.3393 0.5024 -0.4818 0.8797 0.045
C 1.3589 -9.5204 7.9459 0.9499 0.7120 0.2607 -1.589
C 2.6168 -10.3076 7.4957 -1.3108 -1.6844 -0.5894 0.281
C 3.9743 -9.6265 7.6894 -1.0413 1.2210 -0.0917 -0.468
O 3.9608 -8.5062 6.7816 0.8272 -0.7340 -0.2994 -0.432
C 5.2565 -7.9583 6.6902 0.2355 0.9268 0.0376 -0.685
N 2.4807 -11.7085 8.0021 1.8216 1.5294 0.1606 0.732
H 1.3729 -8.4783 7.6264 0.1299 0.0656 -0.1417 0.423
H 1.3419 -9.5061 9.0357 -0.0648 -0.0493 0.1518 0.388
H 0.4103 -9.9398 7.6107 0.2589 -0.3556 -0.1557 0.266
H 2.5317 -10.4943 6.4252 0.1118 0.6260 -0.4085 0.130
H 4.8680 -10.2229 7.5061 -0.2224 -0.5139 -0.1969 -0.070
H 4.1008 -9.1816 8.6764 -0.1125 -0.2499 0.4765 0.600
H 5.5052 -7.3906 7.5868 -0.0068 0.0778 0.2931 0.323
H 5.3380 -7.2624 5.8551 -0.4818 -0.0070 -0.0859 0.354
H 6.0842 -8.6544 6.5540 -0.2190 -0.6756 0.0076 0.181
H 1.5932 -12.0922 7.7103 -0.5608 -0.0848 -0.1765 -0.185
H 2.4676 -11.6670 9.0112 -0.0944 -0.3370 0.7516 0.397
C 6.6837 -11.2653 11.1796 -0.1612 -0.5203 0.7690 -1.715
C 6.1368 -11.3831 9.7745 1.8223 1.3552 -0.3373 0.568
C 7.3900 -11.1657 8.8338 -1.0500 -0.0576 0.3520 -0.729
O 7.6801 -9.7896 8.8420 0.5669 0.5744 -0.8753 -0.304
C 8.9466 -9.4125 8.2769 -0.2722 0.4064 0.9542 -0.903
N 5.4515 -12.6183 9.5097 1.3834 -0.1022 -0.2060 0.367
H 7.3968 -12.0754 11.3322 0.2477 -0.0200 0.1887 0.464
H 5.8936 -11.4118 11.9161 -0.1129 0.0582 0.0687 0.396
H 7.1659 -10.3107 11.3899 0.0320 -0.0223 -0.2094 0.374
H 5.4531 -10.5378 9.6971 -0.0127 -0.0612 -0.6932 -0.289
H 7.2005 -11.5833 7.8450 -0.2977 0.3290 -0.5500 0.302
H 8.2608 -11.7296 9.1685 0.1200 -0.2047 0.5264 0.625
H 9.1117 -9.6666 7.2298 -0.2334 -0.4986 -0.0020 0.319
H 9.7525 -9.7520 8.9276 0.1823 -0.6077 -0.2029 0.353
H 9.0565 -8.3299 8.3406 -0.5498 0.1135 -0.0270 0.280
H 6.0073 -13.3022 10.0031 0.1413 -0.6912 0.0342 -0.007
H 4.6016 -12.5847 10.0544 -1.2024 -0.0940 0.5642 0.199
C 5.4759 -17.7412 6.0315 1.3479 -0.7825 0.1207 -1.691
C 4.8876 -17.5259 7.4135 -1.6068 -2.2407 -0.8148 0.336
C 5.2858 -18.6468 8.4461 -0.1881 0.2702 -1.6362 -0.563
O 4.8693 -19.8998 7.8974 0.2996 0.3762 1.2123 -0.344
C 4.9722 -20.9266 8.9007 -0.7432 0.4409 -0.9957 -0.789
N 5.1566 -16.2156 7.8512 1.8778 0.5174 0.7124 0.123
H 6.5444 -17.9372 6.1207 0.4135 0.0316 0.2057 0.506
H 5.4491 -16.8700 5.3770 -0.6723 -0.0493 0.0613 0.304
H 5.1238 -18.6639 5.5703 -0.4137 0.3020 -0.1473 0.362
H 3.8136 -17.5911 7.2394 -0.3148 -0.2713 0.4755 -0.183
H 4.8991 -18.4366 9.4433 -0.8471 -0.1051 0.0718 0.321
H 6.3571 -18.6579 8.6470 0.5659 0.0362 -0.4376 0.442
H 4.5565 -21.8262 8.4469 0.3482 -0.0851 0.0173 0.268
H 4.3040 -20.6662 9.7216 0.2458 0.0042 0.3718 0.327
H 6.0097 -21.0540 9.2097 -0.0242 -0.1258 0.1668 0.294
H 4.9962 -16.2042 8.8484 -0.6219 0.2113 0.5771 0.237
H 6.1640 -16.2660 7.9036 0.8749 1.0139 -0.4117 0.228
C -1.6508 -14.3965 6.4028 -0.0892 0.2160 -0.2561 -1.686
C -0.3630 -13.6100 6.2281 -1.3330 1.3398 -1.5940 1.304
C -0.6730 -12.2269 5.5377 -0.3917 -1.1669 0.4050 -0.552
O -1.0343 -12.3202 4.1738 1.2162 0.0498 0.3267 -0.401
C -1.3753 -11.0532 3.6936 -1.1298 0.3505 -1.1000 -0.770
N 0.2126 -13.2935 7.4789 0.7300 0.1657 0.8040 -0.212
H -1.4342 -15.3220 6.9363 -0.2248 -0.0782 0.0008 0.386
H -2.1776 -14.5929 5.4690 0.1205 -0.1591 -0.0914 0.336
H -2.3001 -13.7569 7.0007 -0.2273 -0.2385 0.2322 0.415
H 0.3480 -14.1922 5.6419 0.0760 0.3471 -0.0500 -0.496
H 0.1296 -11.5073 5.6991 0.4191 -0.1063 -0.1583 0.120
H -1.5457 -11.8225 6.0506 -0.2082 0.1959 0.4849 0.351
H -1.2632 -11.0468 2.6094 -0.1207 -0.1990 -0.0491 0.285
H -0.8581 -10.1534 4.0268 0.7744 -0.3987 0.6234 0.304
H -2.4212 -10.8587 3.9312 -0.3218 0.0818 -0.0565 0.297
H -0.4201 -12.9609 8.1924 -0.5794 0.2612 -0.1974 0.275
H 0.5717 -14.1350 7.9069 0.6483 -0.1007 0.5089 -0.467
C 4.7564 -12.2539 4.4401 -0.7582 0.4331 -2.1821 -1.802
C 3.9952 -13.0558 5.4442 0.1058 0.0302 0.2312 1.665
C 3.4494 -14.4033 4.9359 -1.0995 0.3431 0.6092 -0.936
O 2.6329 -15.0454 5.9890 1.3062 0.5244 -0.6067 0.872
C 1.8192 -16.1736 5.6723 -0.1319 0.0961 -0.2111 -1.479
N 4.9187 -13.2398 6.5511 0.9326 -0.2120 0.0097 0.552
H 5.4918 -12.8057 3.8546 0.2307 -0.3144 0.2661 0.435
H 5.2455 -11.3775 4.8653 -0.1185 -0.0857 0.2299 0.410
H 4.0547 -11.8864 3.6913 0.0043 0.2833 -0.2416 0.452
H 3.1509 -12.4413 5.7566 -0.0505 -0.2170 0.3524 -0.803
H 4.2848 -15.0036 4.5757 -0.1121 -0.4921 0.1565 0.071
H 2.7722 -14.1647 4.1158 0.0315 -0.1856 -0.3033 0.401
H 1.0691 -15.9628 4.9101 0.0322 0.3360 -0.2245 0.420
H 1.2732 -16.4288 6.5805 0.2508 0.0518 0.0430 0.340
H 2.3454 -17.0646 5.3297 0.5399 0.1005 0.0867 0.348
H 5.7847 -13.5366 6.1245 0.2452 -1.2055 -0.1584 0.300
H 5.3025 -12.3468 6.8259 -0.8351 0.6872 0.6750 -0.741
```
Positions in Å, forces in eV/Å.

Computed properties:
LUMO (spin up / spin down)   0.155 / -2.744 eV
Net charge   0
⟨S²⟩   0.76
Spin multiplicity   2
Orbital gap (spin up / spin down)   8.38 / 4.64 eV